1.
This record from the Open Molecules 2025 dataset describes a single C4H6N2O molecule. The level of theory is ωB97M-V/def2-TZVPD.

The calculation puts the molar mass at 98.10 g/mol. Its net charge is 0. The energy above the lowest of the compared OMol25 structures with the same formula, charge and spin is 3.092 eV. The value obtained for the HOMO energy is -10.75 eV. The calculation puts the HOMO-LUMO gap at 0.4115 Eh.

Structure (XYZ):
```
13
C4H6N2O (ωB97M-V/def2-TZVPD)
H 2.277 -0.410 -1.650
N 1.550 -0.784 -1.071
C 1.441 -0.067 -0.048
C 2.164 1.171 0.313
N 2.733 2.139 0.592
O 0.570 -0.341 0.886
C -0.814 -0.578 0.515
C -1.654 0.029 -0.741
H -1.004 -1.637 0.735
H -1.103 0.008 1.381
H -1.400 0.388 -1.781
H -2.451 -0.709 -0.914
H -2.078 0.906 -0.253
```

=====

2.
This record from the Open Molecules 2025 dataset describes C25H48CuNO9S3 as an isolated structure. The level of theory is ωB97M-V/def2-TZVPD.

The calculation puts the molar mass at 666.40 g/mol. Its net charge is 0. The energy above the lowest of the compared OMol25 structures with the same formula, charge and spin is 3.868 eV. The value obtained for the HOMO energy is -4.70 eV. The calculation puts the HOMO-LUMO gap at 0.1848 Eh.

Structure (XYZ):
```
87
C25H48CuNO9S3 (ωB97M-V/def2-TZVPD)
Cu 0.227 -0.240 0.275
C 2.223 -1.871 -1.069
C 2.927 -2.107 0.373
C 4.209 -1.336 0.303
C 4.851 -1.035 1.560
C 3.852 -0.112 2.294
C 2.658 -1.050 2.697
N 2.020 -1.632 1.479
O 0.784 -2.378 1.595
C 1.529 -0.004 3.135
C 3.127 -2.050 3.826
C 3.369 -3.622 0.530
H 1.183 -2.198 -1.051
H 2.676 -2.347 -1.938
H 2.152 -0.807 -1.293
H 4.016 -0.309 -0.007
H 4.958 -1.553 -0.458
H 5.835 -0.582 1.445
H 5.123 -1.920 2.135
H 3.656 0.760 1.669
H 4.370 0.262 3.178
H 1.848 0.595 3.988
H 0.538 -0.347 3.434
H 1.515 0.757 2.355
H 3.151 -3.070 3.441
H 2.495 -1.981 4.711
H 4.071 -1.763 4.287
H 4.130 -3.929 -0.188
H 2.538 -4.309 0.368
H 3.738 -3.831 1.534
C -2.659 3.932 2.074
C -1.556 4.566 2.952
C -0.157 4.226 2.565
S -0.297 3.493 0.822
O -0.164 2.036 0.955
O 0.555 4.230 -0.154
C -2.064 4.040 0.599
H -3.660 4.363 2.079
H -2.833 2.887 2.332
H -1.682 4.519 4.034
H -1.635 5.653 2.976
H 0.516 3.652 3.203
H 0.423 5.149 2.580
H -2.569 3.462 -0.174
H -1.955 5.109 0.419
C 2.638 2.861 -4.093
C 2.426 1.324 -4.347
C 0.952 0.978 -4.081
S 0.522 1.919 -2.561
O 0.848 1.210 -1.380
O -0.754 2.598 -2.599
C 1.891 3.161 -2.833
H 2.237 3.382 -4.963
H 3.710 3.022 -3.978
H 3.055 0.649 -3.767
H 2.702 0.963 -5.338
H 0.698 -0.061 -3.871
H 0.341 1.355 -4.902
H 2.409 3.042 -1.881
H 1.364 4.099 -3.010
C -5.614 0.372 0.156
C -5.382 -1.139 0.161
C -4.533 -1.467 1.475
S -3.328 -0.049 1.661
O -2.013 -0.363 1.163
O -3.546 0.578 3.001
C -4.231 0.982 0.381
H -6.356 0.566 0.931
H -6.039 0.772 -0.764
H -4.912 -1.608 -0.704
H -6.367 -1.605 0.155
H -4.055 -2.443 1.551
H -5.140 -1.268 2.358
H -3.537 0.912 -0.457
H -4.238 2.022 0.707
O -1.188 -1.346 -1.549
C -1.416 -2.475 -2.034
O -1.100 -2.855 -3.260
C -1.742 -4.055 -3.687
C -2.886 -4.272 -2.652
C -2.394 -3.525 -1.442
H -1.067 -4.909 -3.736
H -2.197 -3.904 -4.666
H -2.752 -5.306 -2.336
H -3.912 -4.142 -2.998
H -1.815 -4.096 -0.716
H -3.314 -3.190 -0.964
```

=====

3.
This record from the Open Molecules 2025 dataset describes a 2-piece molecular cluster, C11H22NO2 overall. The level of theory is ωB97M-V/def2-TZVPD.

The calculation puts the molar mass at 200.30 g/mol. Its net charge is +1. The energy above the lowest of the compared OMol25 structures with the same formula, charge and spin is 0.000 eV. The value obtained for the HOMO energy (spin up / spin down) is -9.36 / -12.73 eV. As for the multiplicity: 3. The calculation puts the HOMO-LUMO gap (spin up / spin down) at 0.2573 / 0.2393 Eh.

Structure (XYZ):
```
36
C11H22NO2 (ωB97M-V/def2-TZVPD)
C -1.858 0.594 0.916
C 0.698 -1.618 -0.041
C -2.959 0.083 1.846
C 0.271 -1.865 1.350
C -2.140 -0.948 -0.942
C -1.717 1.447 -1.393
C 1.102 -0.169 -2.061
C 2.786 0.209 1.239
C 2.070 2.041 -0.155
C -1.894 0.259 -0.477
C 1.080 -0.461 -0.573
N 1.538 0.714 0.283
O -1.010 1.351 1.266
O 0.331 -2.668 -0.738
H -3.745 -0.333 1.230
H -2.445 -0.759 2.276
H -3.220 0.909 2.560
H 1.076 -2.338 1.890
H -0.496 -2.546 1.117
H -0.179 -1.073 1.852
H -2.186 -1.390 -1.918
H -2.076 -1.811 -0.235
H 0.420 -2.671 -1.718
H -0.853 1.974 -1.018
H -2.590 2.192 -1.306
H -1.520 1.142 -2.400
H 1.894 -0.784 -2.594
H 1.134 0.888 -2.201
H 0.115 -0.621 -2.276
H 3.380 -0.117 0.402
H 3.265 0.987 1.872
H 2.531 -0.629 1.834
H 2.496 2.470 0.751
H 2.854 1.957 -0.909
H 1.245 2.688 -0.504
H 0.602 0.898 0.775
```

=====

Question: What is the net charge in the second record?
Answer: 0

=====

Question: The lowest molar mass belongs to which entry?
Answer: C4H6N2O

=====

Question: Among the records above, which one has the highest molar mass?
Answer: C25H48CuNO9S3